# 1
{"formula": "C37H39Cl2N8O7S3Ta", "method": "the ωB97M-V functional and the def2-TZVPD basis", "e_homo_ev": -12.9, "energy_ha": -4569.7091, "e_lumo_ev": -6.75, "fmax_ev_per_a": 0.54, "total_charge": 2, "e_above_lowest_kj_mol": 0.0, "gap_ev": 6.11, "symbols": ["Ta", "S", "C", "N", "N", "C", "C", "C", "C", "C", "C", "N", "N", "C", "C", "C", "C", "C", "C", "H", "H", "H", "H", "H", "H", "H", "H", "H", "H", "H", "O", "C", "O", "C", "C", "N", "N", "C", "C", "O", "O", "H", "H", "H", "Cl", "C", "C", "C", "C", "C", "Cl", "C", "S", "H", "H", "H", "C", "C", "C", "S", "O", "C", "C", "C", "H", "H", "H", "H", "H", "H", "H", "H", "H", "H", "H", "H", "H", "H", "O", "C", "N", "C", "O", "C", "C", "C", "C", "N", "C", "H", "H", "H", "H", "H", "H", "H", "H"], "positions_angstrom": [[-0.256, 0.616, -0.063], [-1.015, -1.555, -0.873], [-0.533, -2.579, 0.447], [-0.634, -3.915, 0.470], [-1.026, -4.521, -0.565], [-1.166, -5.932, -0.636], [-1.554, -6.463, -1.858], [-1.699, -7.836, -1.974], [-1.459, -8.651, -0.878], [-1.073, -8.099, 0.338], [-0.923, -6.730, 0.474], [-0.103, -2.067, 1.587], [0.063, -0.794, 1.646], [0.459, -0.405, 2.991], [1.231, -1.275, 3.756], [1.585, -0.918, 5.045], [1.173, 0.294, 5.582], [0.393, 1.149, 4.823], [0.037, 0.803, 3.528], [-1.255, -3.992, -1.412], [-1.738, -5.816, -2.708], [-2.000, -8.266, -2.918], [-1.573, -9.722, -0.970], [-0.890, -8.742, 1.187], [-0.627, -6.285, 1.413], [1.549, -2.219, 3.339], [2.190, -1.594, 5.634], [1.455, 0.567, 6.590], [0.058, 2.090, 5.239], [-0.605, 1.451, 2.953], [-0.760, 1.437, -6.045], [0.488, 1.556, -5.634], [1.351, 2.059, -6.306], [0.824, 1.092, -4.256], [2.126, 1.052, -3.766], [2.055, 0.866, -2.450], [0.786, 0.789, -2.031], [0.037, 0.924, -3.130], [-1.420, 1.014, -2.858], [-2.253, 1.112, -3.727], [-1.655, 1.018, -1.570], [-1.375, 1.134, -5.344], [3.061, 1.181, -4.285], [2.801, 0.789, -1.772], [2.451, -1.473, -0.358], [3.223, -0.858, 1.082], [4.132, -1.676, 1.721], [4.781, -1.206, 2.853], [4.527, 0.067, 3.327], [3.607, 0.875, 2.673], [3.331, 2.466, 3.281], [2.924, 0.425, 1.540], [1.840, 1.547, 0.708], [4.334, -2.663, 1.330], [5.501, -1.834, 3.359], [5.037, 0.448, 4.200], [-3.427, 0.938, 4.520], [-3.380, -0.137, 3.443], [-4.044, 0.272, 2.133], [-3.234, 1.689, 1.385], [-1.828, 1.105, 1.031], [-4.129, 1.893, -0.161], [-4.541, 0.644, -0.944], [-5.988, 0.229, -0.703], [-2.984, 0.567, 5.442], [-4.454, 1.235, 4.738], [-2.875, 1.836, 4.235], [-3.914, -1.025, 3.785], [-2.353, -0.453, 3.247], [-5.071, 0.614, 2.294], [-4.045, -0.527, 1.393], [-3.478, 2.559, -0.731], [-4.993, 2.489, 0.156], [-3.849, -0.175, -0.733], [-4.391, 0.873, -1.999], [-6.188, -0.025, 0.337], [-6.237, -0.643, -1.307], [-6.673, 1.029, -0.987], [1.622, 3.992, -3.888], [1.448, 5.353, -3.550], [0.098, 5.828, -3.703], [-0.882, 5.791, -2.764], [-1.960, 6.324, -2.901], [-0.623, 5.052, -1.473], [-0.845, 5.732, -0.283], [-0.718, 5.046, 0.911], [-0.449, 3.693, 0.875], [-0.302, 3.010, -0.272], [-0.346, 3.697, -1.423], [1.690, 3.890, -4.849], [2.102, 5.989, -4.145], [1.741, 5.437, -2.505], [-0.163, 6.313, -4.550], [-1.112, 6.781, -0.308], [-0.840, 5.541, 1.864], [-0.342, 3.133, 1.793], [-0.160, 3.157, -2.339]], "forces_ev_per_a": [[-0.33, 0.31, -0.28], [0.10, -0.01, -0.03], [0.03, -0.02, 0.13], [-0.02, -0.07, -0.07], [-0.02, 0.02, -0.05], [0.01, 0.07, 0.06], [0.00, -0.02, -0.01], [0.00, 0.02, -0.02], [0.00, -0.02, 0.00], [0.01, 0.04, 0.05], [0.00, -0.03, -0.03], [0.02, -0.04, -0.04], [-0.06, 0.05, -0.04], [-0.07, -0.01, -0.01], [-0.03, 0.04, 0.00], [0.01, -0.03, 0.00], [0.02, 0.01, 0.05], [-0.03, 0.02, -0.05], [0.01, -0.06, -0.02], [0.02, -0.02, 0.03], [0.00, 0.00, -0.01], [0.00, 0.00, -0.01], [0.00, -0.01, 0.00], [0.00, 0.00, 0.01], [0.00, -0.01, 0.00], [0.00, 0.00, 0.01], [0.01, 0.00, 0.00], [0.00, -0.01, 0.00], [-0.01, 0.01, -0.01], [0.03, 0.06, 0.04], [-0.11, -0.05, -0.03], [0.09, 0.00, -0.04], [-0.03, -0.02, 0.03], [0.16, 0.17, -0.02], [-0.06, -0.02, 0.01], [-0.03, -0.03, 0.00], [-0.05, -0.03, -0.11], [-0.18, -0.05, 0.15], [0.14, -0.05, 0.04], [-0.07, -0.05, -0.02], [0.11, -0.08, 0.05], [0.05, 0.09, 0.00], [0.02, -0.01, 0.00], [0.02, 0.01, 0.01], [0.15, -0.04, 0.04], [-0.01, 0.02, -0.01], [0.03, -0.04, 0.03], [0.02, -0.05, -0.03], [-0.05, 0.07, -0.02], [0.04, -0.03, 0.02], [0.01, 0.02, 0.02], [-0.01, -0.02, -0.09], [0.06, -0.07, 0.07], [0.01, -0.01, 0.00], [0.00, 0.00, 0.00], [0.00, 0.01, 0.01], [0.02, -0.02, 0.01], [-0.04, -0.01, -0.01], [0.01, 0.04, 0.05], [-0.08, 0.03, -0.02], [-0.02, -0.10, 0.10], [0.00, 0.01, -0.05], [0.02, 0.00, 0.06], [0.00, 0.00, -0.03], [0.00, 0.00, 0.01], [-0.01, -0.01, 0.00], [0.02, 0.01, -0.02], [0.02, -0.01, 0.00], [0.00, 0.00, 0.02], [0.01, 0.02, 0.00], [0.01, 0.00, -0.03], [-0.01, 0.00, 0.00], [0.00, 0.01, 0.01], [0.00, 0.00, -0.02], [0.01, 0.01, -0.02], [0.00, -0.01, 0.03], [0.00, 0.00, 0.00], [0.00, 0.01, 0.00], [-0.05, -0.09, -0.07], [0.11, 0.03, 0.06], [0.00, -0.03, -0.04], [-0.06, -0.02, -0.06], [0.01, -0.01, 0.01], [0.01, 0.03, 0.07], [0.00, -0.02, 0.01], [-0.01, 0.00, 0.01], [-0.02, 0.06, -0.03], [0.05, -0.05, 0.11], [-0.01, -0.01, 0.00], [-0.02, -0.01, 0.03], [-0.03, 0.00, 0.00], [0.01, 0.03, -0.01], [0.00, -0.01, 0.01], [0.00, 0.01, 0.01], [0.00, 0.01, 0.01], [0.00, 0.01, -0.01], [0.00, 0.01, -0.01]]}

# 2
{"formula": "C27H31N2O2P", "method": "the ωB97M-V functional and the def2-TZVPD basis", "e_homo_ev": -8.2, "energy_ha": -1648.4653, "e_lumo_ev": -1.21, "fmax_ev_per_a": 12.38, "smiles": "CCCCC[C@@](C#N)(CC#N)P(CC)CC.O=C1c2ccccc2C(=O)c2ccccc21", "gap_ev": 6.99, "symbols": ["C", "C", "C", "C", "C", "C", "C", "N", "C", "C", "N", "P", "C", "C", "C", "C", "H", "H", "H", "H", "H", "H", "H", "H", "H", "H", "H", "H", "H", "H", "H", "H", "H", "H", "H", "H", "H", "H", "H", "O", "C", "C", "C", "C", "C", "C", "C", "C", "O", "C", "C", "C", "C", "C", "C", "H", "H", "H", "H", "H", "H", "H", "H"], "positions_angstrom": [[-4.423, 6.570, 1.599], [-2.986, 5.871, 1.110], [-2.914, 5.603, -0.506], [-3.915, 4.380, -1.022], [-3.125, 2.942, -1.043], [-3.790, 1.812, -0.007], [-4.166, 2.482, 1.441], [-4.453, 3.021, 2.604], [-5.239, 1.316, -0.677], [-6.223, 0.973, 0.609], [-6.903, 0.531, 1.637], [-2.666, 0.271, 0.076], [-2.454, -0.404, 1.849], [-1.721, 0.625, 2.900], [-1.001, 0.512, -0.830], [-0.548, -1.007, -1.363], [-4.474, 6.665, 2.779], [-5.314, 5.919, 1.158], [-4.411, 7.655, 1.147], [-2.125, 6.660, 1.358], [-2.746, 4.926, 1.772], [-3.183, 6.602, -1.093], [-1.779, 5.379, -0.770], [-4.161, 4.638, -2.161], [-4.949, 4.358, -0.471], [-3.209, 2.463, -2.131], [-1.983, 3.125, -0.837], [-5.023, 0.364, -1.361], [-5.698, 2.132, -1.386], [-1.730, -1.350, 1.761], [-3.503, -0.817, 2.237], [-2.571, 0.977, 3.659], [-0.909, 0.087, 3.585], [-1.166, 1.529, 2.395], [-1.139, 1.146, -1.826], [-0.157, 1.028, -0.187], [-0.224, -1.681, -0.442], [-1.548, -1.485, -1.783], [0.255, -0.967, -2.219], [6.950, -5.490, 0.263], [6.019, -4.791, -0.119], [4.907, -4.461, 0.796], [4.930, -4.934, 2.114], [3.904, -4.593, 2.996], [2.855, -3.780, 2.566], [2.821, -3.323, 1.248], [3.846, -3.669, 0.359], [3.792, -3.196, -1.038], [2.832, -2.546, -1.436], [4.913, -3.509, -1.947], [4.889, -3.034, -3.265], [5.959, -3.297, -4.121], [7.053, -4.032, -3.666], [7.072, -4.518, -2.357], [5.997, -4.261, -1.497], [5.749, -5.564, 2.459], [3.926, -4.957, 4.021], [2.061, -3.504, 3.257], [1.996, -2.693, 0.918], [4.040, -2.455, -3.626], [5.941, -2.923, -5.143], [7.892, -4.228, -4.330], [7.929, -5.094, -2.010]], "forces_ev_per_a": [[0.91, -0.32, -0.58], [0.27, 1.03, 0.57], [-0.15, 0.12, 0.43], [0.68, 0.64, -1.44], [-0.49, -0.11, -0.11], [-0.71, 2.03, 0.51], [-1.55, 3.88, 7.81], [2.75, -5.08, -10.95], [-0.19, -0.18, 0.87], [-4.43, -3.94, 6.24], [6.36, 4.23, -9.70], [-0.53, -1.58, -0.60], [1.35, -0.23, 0.94], [-0.47, -0.26, 1.48], [1.57, 0.19, -0.65], [-1.15, 0.01, 0.54], [0.03, -0.41, -2.59], [1.77, 1.60, 1.19], [-0.35, -2.15, 0.83], [-1.80, -1.67, -0.52], [-0.61, 1.74, -1.62], [0.42, -2.10, 1.37], [-2.44, 0.22, 0.38], [0.43, -0.57, 2.44], [2.16, -0.02, -0.79], [0.19, 0.93, 2.37], [-2.34, -0.50, -0.17], [-0.64, 1.87, 1.93], [0.71, -1.40, 1.83], [-1.73, 1.94, -0.19], [2.31, 1.13, -0.92], [2.08, -0.30, -1.79], [-1.74, 0.93, -1.61], [-1.37, -1.74, 0.89], [0.00, -1.19, 2.32], [-1.56, -1.06, -1.33], [-0.40, 1.45, -2.12], [2.19, 0.90, 0.73], [-1.46, -0.04, 1.99], [-0.56, 0.43, -0.23], [1.12, -0.85, 0.48], [-0.28, -0.04, 0.58], [-0.23, 0.09, 0.19], [0.21, -0.02, -0.30], [0.08, 0.06, -0.38], [-0.01, -0.11, 0.33], [-0.23, -0.02, 0.58], [-1.14, 0.78, -0.48], [0.55, -0.36, 0.23], [0.26, 0.06, -0.59], [0.26, -0.06, -0.19], [-0.23, 0.01, 0.30], [-0.11, -0.10, 0.39], [0.01, 0.11, -0.32], [0.30, 0.09, -0.61], [-0.12, 0.18, -0.25], [0.01, 0.06, -0.20], [0.14, -0.05, -0.14], [0.27, -0.16, -0.09], [0.14, -0.16, 0.26], [-0.01, -0.06, 0.20], [-0.16, 0.02, 0.15], [-0.31, 0.11, 0.07]]}

# 3
{"formula": "C5H4", "method": "the ωB97M-V functional and the def2-TZVPD basis", "e_homo_ev": -8.0, "energy_ha": -192.6717, "e_lumo_ev": 0.01, "fmax_ev_per_a": 1.22, "e_above_lowest_kj_mol": 321.6, "gap_ev": 7.99, "symbols": ["C", "C", "C", "C", "C", "H", "H", "H", "H"], "positions_angstrom": [[-1.577, -0.965, -1.195], [-0.370, -0.611, -0.769], [0.685, -0.140, -0.081], [0.550, 0.766, 0.999], [0.457, 1.463, 1.979], [-1.973, -0.637, -2.168], [-0.233, -1.752, -0.913], [1.650, -0.606, -0.254], [0.383, 2.082, 2.843]], "forces_ev_per_a": [[0.34, 0.06, 0.42], [-0.22, 0.30, 0.26], [0.04, -0.05, 0.07], [0.02, 0.50, 0.40], [0.05, -0.15, -0.34], [0.39, -0.21, 0.18], [-0.48, -0.44, -1.04], [-0.13, 0.02, 0.15], [-0.02, -0.04, -0.09]]}